No. 1
DFT (ωB97M-V/def2-TZVPD) results for the molecule C4H7NO2.

Results
Gap between HOMO and LUMO ... 9.32 eV
E_HOMO ... -8.745 eV

```
! RIJCOSX wB97M-V def2-TZVPD def2/J DEFGRID3
* xyz 0 1
C -2.35489 0.50884 -0.25986
C -0.70820 -1.19145 0.02980
N -0.97911 0.11390 0.02124
O 0.57299 -1.51780 0.29009
C 1.58066 -0.57936 0.67892
C 2.12063 0.17274 -0.52045
O 2.11870 1.37835 -0.60229
H -3.00319 -0.29901 0.08078
H -2.61081 1.42757 0.27494
H -2.51755 0.66009 -1.33198
H -0.30039 0.86894 0.11441
H 1.22853 0.12834 1.43826
H 2.37936 -1.19537 1.10564
H 2.51662 -0.46395 -1.33635
*
```

No. 2
DFT (ωB97M-V/def2-TZVPD) results for a cluster of 2 separate species, C4H7NO2 in total in a non-equilibrium geometry.

Results
Gap between HOMO and LUMO ... 9.85 eV
E_HOMO ... -10.065 eV

```
! RIJCOSX wB97M-V def2-TZVPD def2/J DEFGRID3
* xyz 0 1
C 0.19253 1.04139 1.94003
C 0.24105 0.71917 0.45671
C -0.44747 -0.56857 0.09114
O -0.72957 -1.41743 0.90108
C -0.66323 -0.85312 -1.41311
N 0.32447 -0.69866 -2.27793
H 0.64449 2.02459 2.12148
H -0.84182 1.06209 2.30799
H 0.74508 0.29270 2.52286
H -0.21643 1.52655 -0.13864
H 1.28541 0.65171 0.10785
O -1.15956 -2.00655 -1.71146
H 0.81811 0.18306 -2.19134
H -0.19304 -1.95694 -2.71666
*
```

No. 3
DFT (ωB97M-V/def2-TZVPD) results for a structure of composition C4H7NO2 in a non-equilibrium geometry.

Results
Gap between HOMO and LUMO ... 7.96 eV
E_HOMO ... -9.042 eV

```
! RIJCOSX wB97M-V def2-TZVPD def2/J DEFGRID3
* xyz 0 1
O 2.32570 -0.77377 0.00441
C 0.81287 0.25525 0.12370
C -0.07344 1.35428 -0.19389
N -1.36398 0.79980 -0.41246
C -1.24096 -0.61670 -0.57068
C 0.16486 -0.93272 -0.23265
O 0.68422 -2.07908 -0.35861
H 2.35835 -1.61767 0.47194
H 1.22020 0.46540 1.12490
H -0.13745 2.10893 0.59278
H 0.31657 1.86590 -1.08265
H -1.70303 1.24748 -1.25233
H -1.44944 -0.98659 -1.57973
H -1.93020 -1.09892 0.12710
*
```

No. 4
DFT (ωB97M-V/def2-TZVPD) results for the molecule C4H7NO2.

Results
Gap between HOMO and LUMO ... 10.55 eV
Structure (SMILES) ... CC(=O)CNC=O
E_HOMO ... -9.922 eV

```
! RIJCOSX wB97M-V def2-TZVPD def2/J DEFGRID3
* xyz 0 1
C -2.20105 -0.76835 0.22825
C -0.70769 -0.74380 0.44426
O -0.11643 -1.63485 1.01248
C 0.04116 0.47948 -0.07501
N 1.44701 0.34465 0.18312
C 2.43409 0.87269 -0.58764
O 3.61929 0.67895 -0.42153
H -2.64837 0.21722 0.39381
H -2.64927 -1.50213 0.90036
H -2.41739 -1.06083 -0.80614
H -0.39673 1.36603 0.41102
H -0.15712 0.58713 -1.15080
H 1.71247 -0.35467 0.86664
H 2.04004 1.51847 -1.39882
*
```

No. 5
DFT (ωB97M-V/def2-TZVPD) results for the molecule C4H7NO2.

Results
Gap between HOMO and LUMO ... 8.88 eV
E_HOMO ... -9.328 eV

```
! RIJCOSX wB97M-V def2-TZVPD def2/J DEFGRID3
* xyz 0 1
O -1.65074 0.07899 -1.23979
C -1.30788 -0.30594 0.07898
C -0.59477 -1.60536 0.12195
N 1.07950 -0.07294 0.57390
C -0.21409 0.59491 0.71796
C 1.99887 0.30386 -0.36407
O 1.96797 1.34548 -0.98117
H -2.19813 0.87400 -1.20641
H -2.19820 -0.33865 0.72615
H 1.18843 -0.95303 1.06004
H -0.28290 -1.80333 -0.92292
H -0.41753 0.81013 1.77177
H -0.15303 1.53497 0.16503
H 2.78248 -0.46309 -0.50143
*
```

No. 6
DFT (ωB97M-V/def2-TZVPD) results for the molecule C4H7NO2.

Results
Gap between HOMO and LUMO ... 10.53 eV
Structure (SMILES) ... CC(=O)NCC=O
E_HOMO ... -9.791 eV

```
! RIJCOSX wB97M-V def2-TZVPD def2/J DEFGRID3
* xyz 0 1
C 0.15111 0.77943 1.51896
C -1.11483 0.46942 0.75209
O -2.18293 0.98819 0.98574
N -1.02367 -0.46741 -0.26077
C 0.18803 -1.05816 -0.75748
C 1.06407 -0.07370 -1.51053
O 2.25951 -0.03234 -1.43975
H 0.50279 -0.11676 2.02501
H -0.08355 1.60708 2.17400
H 0.93829 1.14025 0.85134
H -1.89574 -0.53829 -0.76012
H -0.08561 -1.83866 -1.46495
H 0.77427 -1.48057 0.05604
H 0.50828 0.62152 -2.16958
*
```